Entry 1:
A molecular structure, C18H21N4O2STi at a distorted geometry. Source: the Open Molecules 2025 dataset; level of theory: ωB97M-V/def2-TZVPD.

```
47
Properties=species:S:1:pos:R:3:forces:R:3
Ti -0.183862 0.462551 0.333369 -0.4 -1.6 0.6
C 1.629562 4.352593 0.452425 0.2 0.0 0.1
C 1.347440 2.899735 0.348501 1.0 0.2 -0.8
N 0.391914 2.304992 0.927915 -0.3 0.8 1.0
N -0.411589 2.861219 1.893474 0.1 -0.2 0.1
C -0.924867 1.959855 2.778739 0.4 0.1 -0.2
N -1.778371 2.375876 3.677541 -0.2 0.1 0.2
S -0.393556 0.316059 2.750670 -0.1 0.2 0.1
C 2.180201 1.912712 -0.443377 -0.5 0.4 0.4
C 3.377697 2.202043 -1.019444 0.6 0.1 -0.4
C 4.128692 1.155801 -1.579652 0.1 0.4 0.0
C 3.658096 -0.131620 -1.520300 -0.1 -0.3 0.0
C 2.419646 -0.352631 -0.928773 0.2 0.2 -0.1
N 1.697947 0.646559 -0.422445 1.0 0.0 -0.4
H 1.574927 4.675953 1.494828 0.0 0.0 0.0
H 0.878475 4.904025 -0.120033 0.0 0.0 0.0
H 2.607413 4.623424 0.065949 0.0 0.0 0.0
H -0.661712 3.840997 1.867923 0.0 0.0 0.0
H -2.137015 3.320059 3.708674 0.0 0.0 0.0
H -2.148326 1.711287 4.342800 0.0 0.0 0.0
H 3.753192 3.215647 -1.035250 0.0 -0.1 0.0
H 5.086237 1.365689 -2.039518 0.0 0.0 0.0
H 4.228373 -0.962571 -1.913160 0.0 0.0 0.0
H 1.999707 -1.346075 -0.852191 -0.1 -0.1 -0.1
C -0.051520 -4.823021 -1.548267 -0.1 0.1 0.1
C -0.620212 -3.525337 -1.044413 0.0 -0.2 0.0
C -0.485117 -2.351962 -1.777799 0.2 0.0 -0.1
C -1.049940 -1.152457 -1.360594 -0.3 0.1 0.0
C -1.025092 0.027167 -2.325698 -0.1 -0.3 0.0
C -1.765256 -1.139731 -0.125473 -0.7 -0.1 -0.3
C -1.942531 -2.332846 0.616317 0.0 0.0 0.2
C -2.770526 -2.404883 1.870128 0.0 0.0 -0.1
C -1.345878 -3.487538 0.145569 0.1 -0.1 0.0
C -2.541654 0.112529 0.271541 -0.1 -0.1 -0.3
O -3.627124 0.111303 0.757741 -0.1 0.1 0.0
O -1.802990 1.243449 0.037463 -1.0 -0.2 -0.1
H 0.616180 -4.674271 -2.394573 0.0 0.0 0.0
H -0.861679 -5.480530 -1.871067 0.0 0.0 0.0
H 0.488794 -5.346674 -0.759488 0.0 0.0 0.0
H 0.029536 -2.383735 -2.732340 0.0 0.0 0.0
H -0.562081 -0.284950 -3.257785 0.0 0.0 0.0
H -0.488844 0.923695 -1.996386 0.1 0.1 0.0
H -2.042388 0.353746 -2.530321 0.0 0.1 0.0
H -2.737799 -1.488925 2.454075 0.0 0.0 0.0
H -2.443897 -3.240973 2.486396 0.0 0.0 0.0
H -3.816740 -2.564662 1.603008 0.0 0.0 0.0
H -1.473474 -4.403574 0.713308 0.0 0.0 0.0
```
Forces are in eV/Å.

Summary:
spin multiplicity	2
gap between HOMO and LUMO (spin up / spin down)	6.83 / 7.51	eV
net charge	+2
energy relative to the best compared isomer or geometry (same formula, charge and spin)	87.3	kJ/mol
E_HOMO (spin up / spin down)	-14.615 / -15.243	eV


Entry 2:
A molecular structure, C18H21N5O3PPmSTe at a distorted geometry. Source: the Open Molecules 2025 dataset; level of theory: ωB97M-V/def2-TZVPD.

```
51
Properties=species:S:1:pos:R:3:forces:R:3
Pm -2.854139 0.440620 0.547322 0.6 1.5 1.1
S -1.991239 -0.012880 3.070522 -0.3 0.0 -0.2
C -0.340139 0.507620 2.885322 -0.5 -0.1 -0.1
N 0.379661 0.369420 3.980822 0.2 -0.1 0.5
N 1.585561 0.815520 4.181922 -0.1 -0.7 0.3
C 2.377261 1.756820 3.513322 0.7 0.6 -0.5
C 3.755661 1.545320 3.502322 -0.4 -0.1 0.0
C 4.594461 2.479420 2.926222 0.1 0.2 0.0
C 4.070961 3.637020 2.376822 0.1 0.0 0.0
C 2.703161 3.861620 2.412122 -0.1 -0.1 0.0
C 1.853061 2.928520 2.969822 0.0 -0.1 0.2
N 0.263361 0.897920 1.750822 0.2 0.2 -1.5
N -0.392739 0.949420 0.626622 0.1 -0.3 2.3
C 0.411361 1.166920 -0.491078 0.5 0.4 -0.9
C 1.779961 0.869120 -0.521578 -0.2 0.0 0.2
C 2.489161 0.991220 -1.700278 0.0 0.1 0.0
C 1.861761 1.438220 -2.855478 -0.1 0.1 0.0
C 0.523561 1.808320 -2.812978 0.0 -0.1 0.0
C -0.203839 1.670920 -1.645678 -0.2 0.0 0.5
H 2.006261 0.389020 5.003922 -0.2 0.3 -0.2
H 4.160861 0.637820 3.925522 0.0 -0.1 0.1
H 5.660761 2.310420 2.916922 0.1 0.0 0.0
H 4.725861 4.369620 1.929922 0.1 0.1 0.0
H 2.292761 4.777820 2.017422 0.0 0.1 -0.1
H 0.790961 3.111120 2.995522 -0.1 0.0 0.0
H 2.261261 0.528020 0.384922 0.0 0.0 0.0
H 3.538961 0.739120 -1.707878 0.1 0.0 -0.1
H 2.413861 1.513820 -3.781078 0.0 0.0 0.0
H 0.037161 2.199120 -3.692178 0.0 0.0 -0.1
H -1.244239 2.010720 -1.592078 0.3 -0.2 -0.1
C -3.359939 -5.090680 -2.973378 -0.1 0.3 0.3
C -3.897639 -3.690280 -2.727378 -0.1 -0.2 -0.9
O -3.678339 -3.313780 -1.369678 0.2 0.7 0.6
P -3.361139 -1.814480 -0.923478 0.8 -2.2 -1.8
O -4.016139 -1.500780 0.379322 -0.5 0.1 0.6
Te -3.573139 -0.093580 -2.537378 -0.1 -0.3 0.0
O -1.761639 -1.842680 -0.467078 -1.5 0.1 0.1
C -0.788839 -2.263280 -1.416578 0.8 0.1 -0.6
C 0.545661 -2.411480 -0.711278 -0.4 0.0 0.1
H -3.444939 -5.327480 -4.031678 -0.1 0.0 -0.1
H -3.925239 -5.819780 -2.395678 0.0 -0.1 0.0
H -2.310439 -5.156580 -2.690878 0.1 0.0 0.0
H -4.975939 -3.660880 -2.914778 0.1 0.1 0.0
H -3.417439 -2.959880 -3.395078 -0.1 -0.2 0.2
H -0.726339 -1.517280 -2.228178 -0.1 -0.2 0.2
H -1.097739 -3.221980 -1.848578 0.0 0.1 0.1
H 0.876461 -1.448580 -0.333378 0.1 0.0 0.0
H 1.292661 -2.792480 -1.402478 0.1 0.0 -0.1
H 0.444661 -3.103480 0.122722 0.0 -0.1 0.0
N -4.420239 3.678020 0.323722 -0.1 0.3 0.0
C -3.915639 2.643720 0.423322 0.1 -0.1 0.1
```
Forces are in eV/Å.

Summary:
spin multiplicity	5
gap between HOMO and LUMO (spin up / spin down)	6.13 / 6.25	eV
energy relative to the best compared isomer or geometry (same formula, charge and spin)	95.9	kJ/mol
E_HOMO (spin up / spin down)	-7.677 / -7.824	eV


Entry 3:
A molecular structure, C18H21N6S3V. Source: the Open Molecules 2025 dataset; level of theory: ωB97M-V/def2-TZVPD.

```
49
Properties=species:S:1:pos:R:3:forces:R:3
V -0.090933 -0.378034 -0.084150 0.0 -0.1 0.1
C -3.820984 -4.543091 1.706738 0.0 0.0 0.0
C -4.044016 -3.089576 2.097603 0.0 0.0 0.0
N -2.846500 -2.461741 2.637947 -0.1 0.0 0.0
C -1.863361 -1.882407 1.942043 0.1 0.0 0.0
S -2.041077 -1.735717 0.202699 0.0 -0.1 0.1
N -0.829533 -1.480277 2.678664 0.0 0.0 0.0
N 0.143357 -0.881069 1.957629 0.0 0.1 -0.2
C 1.261481 -0.573171 2.527023 -0.1 -0.1 0.1
C 1.561399 -0.836743 3.966499 0.0 0.0 0.0
C 2.259215 0.068561 1.651861 0.1 0.1 0.0
C 3.494376 0.488259 2.133149 0.0 0.0 0.0
C 4.396127 1.084968 1.268667 0.0 0.0 0.0
C 4.048510 1.255756 -0.061781 0.0 0.0 0.0
C 2.803096 0.817137 -0.470325 0.0 0.0 0.0
N 1.928376 0.239322 0.353976 0.0 0.0 0.0
H -4.746837 -4.979022 1.331111 0.0 0.0 0.0
H -3.490790 -5.132002 2.563267 0.0 0.0 0.0
H -3.064381 -4.613754 0.925332 0.0 0.0 0.0
H -4.817720 -3.009464 2.861256 0.0 0.0 0.0
H -4.373278 -2.508669 1.238395 0.0 0.0 0.0
H -2.652701 -2.571453 3.622246 0.0 0.0 0.0
H 0.684420 -1.259732 4.444471 0.0 0.0 0.0
H 1.838544 0.084697 4.482870 0.0 0.0 0.0
H 2.390992 -1.539197 4.071265 0.0 0.0 0.0
H 3.747760 0.345294 3.173195 0.0 0.0 0.0
H 5.360590 1.413470 1.631999 0.0 0.0 0.0
H 4.720303 1.716660 -0.770954 0.0 0.0 0.0
H 2.480708 0.929482 -1.498859 0.0 0.0 0.0
C 0.528678 -2.212998 -3.178323 0.0 0.0 0.0
C 0.007004 -0.819199 -3.262722 0.0 0.0 0.0
N -0.218327 -0.059909 -2.221521 0.0 0.1 0.0
C -0.718483 1.180424 -2.581445 0.0 0.0 0.0
C -0.859713 1.358682 -3.916898 0.0 0.0 0.0
S -0.367783 -0.052890 -4.746287 0.0 0.0 0.0
C -1.041654 2.095383 -1.486909 0.0 0.0 0.0
C -1.578745 3.338785 -1.543743 0.0 0.0 0.0
S -1.789191 3.947799 0.037221 0.0 0.0 0.0
C -1.145641 2.512397 0.701850 0.0 0.0 0.0
N -0.795437 1.637874 -0.205997 0.0 0.0 0.0
C -1.009524 2.287958 2.169017 0.0 0.0 0.0
H 0.522977 -2.541641 -2.139800 0.0 0.0 0.0
H 1.546315 -2.275204 -3.564661 0.0 0.0 0.0
H -0.093105 -2.896989 -3.754619 0.0 0.0 0.0
H -1.229381 2.224119 -4.440624 0.0 0.0 0.0
H -1.863969 3.902463 -2.415904 0.0 0.0 0.0
H -1.461390 3.098045 2.737094 0.0 0.0 0.0
H 0.045520 2.220680 2.438889 0.0 0.0 0.0
H -1.491395 1.348933 2.445547 0.0 0.0 0.0
```
Forces are in eV/Å.

Summary:
spin multiplicity	4
gap between HOMO and LUMO (spin up / spin down)	7.08 / 7.35	eV
net charge	+1
energy relative to the best compared isomer or geometry (same formula, charge and spin)	0.0	kJ/mol
E_HOMO (spin up / spin down)	-10.100 / -10.450	eV


Entry 4:
2 unconnected molecules or ions with the total composition C18H21NO5S at a distorted geometry. Source: the Open Molecules 2025 dataset; level of theory: ωB97M-V/def2-TZVPD.

```
46
Properties=species:S:1:pos:R:3:forces:R:3
C -5.022486 -2.467421 -1.875119 -0.6 0.7 0.6
S -4.107019 -1.064250 -1.098054 0.5 -1.3 -0.4
C -4.540736 -1.307653 0.669475 0.1 0.1 -0.6
C -2.512767 -1.686913 -1.229217 -0.1 0.3 1.0
C -1.849521 -1.670045 -2.439982 1.5 -0.1 -2.1
N -1.179534 -1.709780 -3.418238 -1.6 0.2 1.9
H -4.602262 -2.578085 -2.875638 0.0 0.1 0.2
H -4.878180 -3.375361 -1.279769 0.1 0.3 -0.1
H -6.073934 -2.177676 -1.918529 -0.1 -0.3 -0.2
H -3.752339 -0.832766 1.256689 -0.1 -0.1 -0.1
H -5.492040 -0.798464 0.846981 0.2 -0.1 -0.1
H -4.627421 -2.373443 0.896196 0.1 0.2 -0.1
H -2.166651 -2.319364 -0.420651 -0.1 0.0 -0.1
C 6.074491 -2.233157 -0.010743 -0.5 -0.3 -0.7
O 5.070328 -2.590045 -1.001274 0.1 0.8 0.2
C 4.037950 -1.715922 -1.147642 -0.6 0.3 0.6
C 2.985592 -2.040428 -2.044829 1.1 -0.2 0.5
C 1.814073 -1.334543 -1.989685 -0.9 0.6 0.4
C 1.569971 -0.368832 -0.968559 0.5 -0.3 -0.3
C 0.249978 0.197752 -0.798606 0.7 0.6 0.2
C -0.126414 1.025461 0.227565 -0.8 -0.1 0.6
C -1.323808 1.873603 -0.011553 -0.3 -0.2 -0.4
O -2.066390 1.749198 -0.960097 0.3 0.3 0.7
O -1.568414 2.865817 0.902753 0.2 -0.3 -0.1
C -0.619102 3.078868 1.961328 -0.2 -0.2 0.2
C 0.596597 3.856705 1.472141 0.0 0.1 0.0
C -1.376144 3.835439 3.052645 0.0 -0.3 -0.2
O -0.229435 1.811977 2.525726 0.1 0.0 -0.7
C 0.289974 0.874228 1.644506 0.7 -0.1 0.2
O 0.952856 -0.034765 2.091072 -0.7 0.7 -0.1
C 2.683981 0.060373 -0.212094 -0.2 -0.3 -0.4
C 3.920348 -0.549852 -0.342646 -0.1 -0.7 0.0
H 6.711301 -3.114364 0.028937 0.1 0.2 0.1
H 6.628606 -1.351708 -0.352416 0.0 -0.2 0.1
H 5.623065 -2.031058 0.968330 0.0 -0.2 -0.2
H 3.101170 -2.899467 -2.704401 0.0 0.3 0.0
H 1.017803 -1.507722 -2.716271 0.1 -0.2 0.3
H -0.495883 0.049824 -1.574769 0.3 0.3 -0.2
H 1.093588 3.349308 0.631142 -0.2 0.2 0.3
H 0.269194 4.860372 1.162987 0.2 -0.4 0.0
H 1.301759 3.958679 2.308694 -0.2 0.0 -0.3
H -2.270823 3.266880 3.316629 0.1 0.1 0.0
H -0.755215 3.964757 3.938474 0.1 -0.1 -0.1
H -1.675502 4.819652 2.689352 0.0 -0.1 -0.1
H 2.573142 0.862945 0.506873 0.1 -0.1 -0.1
H 4.746254 -0.228756 0.292289 -0.3 0.0 -0.3
```
Forces are in eV/Å.

Summary:
spin multiplicity	1
gap between HOMO and LUMO	7.00	eV
energy relative to the best compared isomer or geometry (same formula, charge and spin)	296.4	kJ/mol
E_HOMO	-7.486	eV